(1)
17
Properties=species:S:1:pos:R:3 method="wB97M-V/def2-TZVPD" de_lowest_ev=4.019 largest_force_ev_per_a=6.07 e_tot_ev=-8323.3145
C -1.681 0.672 -0.198
C -0.918 0.452 1.120
C 0.467 0.358 0.652
C 1.768 -0.580 -0.516
C 0.340 -0.502 -0.493
H -2.694 0.403 -0.520
H -1.841 1.735 -0.186
H -1.060 1.199 1.918
H -1.138 -0.562 1.458
H 0.725 1.381 0.369
H 1.715 -1.295 1.179
H 2.258 -1.524 -0.781
H 2.156 0.175 -1.293
H -0.155 -1.514 -0.229
H -1.161 -0.343 -2.019
N 1.919 -0.356 0.898
N -0.700 0.301 -1.359

---

(2)
17
Properties=species:S:1:pos:R:3 method="wB97M-V/def2-TZVPD" de_lowest_ev=3.038 smiles=C1CN2C[C@@H]2CN1 largest_force_ev_per_a=2.49 e_tot_ev=-8324.2950
C 1.469 -0.568 0.235
C 0.189 -1.448 -0.176
N -0.737 -0.423 -0.591
C -2.067 0.033 -0.086
C -0.785 0.572 0.426
C 0.211 1.582 -0.092
N 1.431 0.755 -0.291
H 1.623 -0.506 1.326
H 2.303 -1.094 -0.163
H 0.520 -2.117 -0.979
H -0.156 -2.012 0.768
H -2.673 0.418 -0.919
H -2.585 -0.664 0.664
H -0.646 0.301 1.507
H 0.346 2.410 0.637
H -0.126 2.102 -0.978
H 1.683 0.661 -1.286

---

(3)
17
Properties=species:S:1:pos:R:3 method="wB97M-V/def2-TZVPD" de_lowest_ev=2.817 total_charge=+2 smiles="C=[N+](C)C1=[N+](C)C1" largest_force_ev_per_a=6.12 e_tot_ev=-8305.0513
C 2.249 -1.009 0.159
N 1.276 -0.181 -0.015
C 1.473 1.250 -0.164
C -0.021 -0.601 -0.042
N -1.232 -0.205 -0.005
C -2.062 0.910 0.128
C -1.409 -1.659 -0.135
H 3.276 -0.653 0.205
H 2.080 -2.077 0.277
H 2.536 1.476 -0.248
H 1.078 1.782 0.706
H 0.978 1.630 -1.061
H -2.396 1.022 1.173
H -2.981 0.769 -0.451
H -1.554 1.833 -0.160
H -1.637 -2.055 -1.116
H -1.656 -2.232 0.749

---

(4)
17
Properties=species:S:1:pos:R:3 method="wB97M-V/def2-TZVPD" de_lowest_ev=5.133 total_charge=+2 largest_force_ev_per_a=3.70 e_tot_ev=-8302.7353
C 0.078 1.783 0.353
C 0.633 -0.230 -0.797
C -1.625 -1.139 -0.137
C -2.558 -1.516 0.811
C 2.395 1.151 -0.192
N -0.478 -0.988 -0.655
N 0.981 0.987 -0.204
H -0.901 1.375 0.339
H 1.266 -0.780 -1.483
H 0.485 2.557 0.925
H -2.161 -1.426 1.796
H -2.479 -2.599 0.889
H -3.619 -1.226 0.488
H 2.614 2.229 0.075
H 2.766 1.100 -1.219
H 2.854 0.450 0.488
H -0.251 -1.728 -1.477

---

(5)
17
Properties=species:S:1:pos:R:3 method="wB97M-V/def2-TZVPD" de_lowest_ev=2.552 total_charge=+2 smiles="C[N+]1(C)C=C[NH+]=C1" largest_force_ev_per_a=7.23 e_tot_ev=-8305.3166
C -1.216 -0.349 1.170
N -0.372 0.177 0.061
C -1.272 0.220 -1.134
C 0.721 -1.047 -0.303
C 1.933 -0.552 -0.184
N 1.845 0.801 0.216
C 0.644 1.198 0.203
H -2.083 0.302 1.115
H -1.350 -1.465 1.031
H -0.683 -0.345 2.176
H -1.750 -0.768 -1.242
H -1.873 1.016 -1.119
H -0.871 0.343 -2.129
H 0.490 -2.112 -0.469
H 3.006 -0.992 -0.174
H 2.560 1.422 0.209
H 0.270 2.151 0.573

---

(6)
17
Properties=species:S:1:pos:R:3 method="wB97M-V/def2-TZVPD" de_lowest_ev=4.065 total_charge=+2 largest_force_ev_per_a=3.47 e_tot_ev=-8303.8030
C -1.247 -1.310 -0.270
C -1.588 -3.118 1.275
C 0.979 0.918 -0.413
C -0.371 0.494 -0.288
C 2.010 0.859 0.543
N -1.210 -2.095 0.628
N -1.340 0.948 -1.264
H -2.482 -3.039 1.946
H -0.865 -3.954 1.242
H 1.171 1.504 -1.340
H -0.774 0.583 0.753
H 2.945 0.555 0.080
H 1.809 0.446 1.480
H 2.310 1.844 0.627
H -1.946 1.733 -0.966
H -1.914 0.100 -1.480
H -0.669 1.316 -1.931

---

(7)
18
Properties=species:S:1:pos:R:3 method="wB97M-V/def2-TZVPD" de_lowest_ev=4.462 smiles=N[C@@]12COC[C@]1(N)C2 largest_force_ev_per_a=5.70 e_tot_ev=-10370.8428
N -1.596 -1.191 -0.278
C -0.235 -0.722 0.168
C 1.029 -1.105 -0.395
O 1.950 -0.084 -0.089
C 1.206 1.188 -0.293
C -0.342 0.778 0.014
N -1.579 1.231 -0.466
C -0.182 0.050 1.380
H -1.281 -1.734 -1.270
H -1.758 -1.848 0.635
H 1.007 -1.385 -1.489
H 1.479 -1.862 0.144
H 1.575 1.801 0.549
H 1.234 1.448 -1.327
H -1.875 2.131 -0.144
H -2.395 0.635 -0.568
H -0.895 0.000 2.176
H 0.676 0.071 1.971

---

(8)
18
Properties=species:S:1:pos:R:3 method="wB97M-V/def2-TZVPD" de_lowest_ev=5.930 largest_force_ev_per_a=4.68 e_tot_ev=-10369.3756
C 1.456 -0.093 0.433
C 0.391 0.751 -0.179
C 2.892 0.358 0.101
C -2.135 -1.407 0.240
C -2.584 -0.070 -0.168
N -3.712 2.017 -0.219
N -3.307 0.873 -0.153
O 0.703 -0.479 -0.669
H 1.196 -0.518 1.466
H 0.691 1.668 -0.635
H 2.788 1.047 -0.648
H 3.345 -0.511 -0.183
H 3.363 0.761 0.998
H -2.777 -1.497 1.175
H -1.013 -1.415 0.304
H -2.256 -2.103 -0.585
H -0.679 0.771 0.288
H -4.448 2.171 -0.883

---

(9)
18
Properties=species:S:1:pos:R:3 method="wB97M-V/def2-TZVPD" de_lowest_ev=3.581 smiles="C=C(C)O.CN=C=N" largest_force_ev_per_a=4.19 e_tot_ev=-10371.7243
C 0.570 -2.051 0.264
C -0.423 -1.169 0.096
C -1.312 -0.651 1.191
O -1.114 -1.172 -1.224
H 0.997 -2.210 1.239
H 1.031 -2.562 -0.565
H -2.068 -1.379 1.485
H -1.860 0.221 0.827
H -0.708 -0.364 2.049
H -2.066 -1.043 -1.123
C 0.927 2.241 0.558
N 0.638 1.065 -0.205
C 0.507 0.907 -1.422
N 0.909 0.687 -2.551
H 0.151 2.493 1.283
H 1.027 3.106 -0.105
H 1.867 2.138 1.105
H 0.929 -0.258 -2.904

---

(10)
18
Properties=species:S:1:pos:R:3 method="wB97M-V/def2-TZVPD" de_lowest_ev=3.250 smiles="C=NN(C)C1COC1" largest_force_ev_per_a=0.63 e_tot_ev=-10372.0554
C -2.010 -1.410 0.189
N -0.832 -1.060 -0.149
N -0.519 0.219 -0.413
C -1.473 1.238 -0.032
C 0.897 0.489 -0.279
C 1.857 -0.498 -0.978
O 2.652 -0.592 0.221
C 1.654 0.069 1.008
H -2.871 -0.733 0.284
H -2.200 -2.458 0.356
H -1.725 1.144 1.041
H -1.036 2.218 -0.259
H -2.391 1.165 -0.624
H 1.067 1.533 -0.573
H 2.431 -0.084 -1.822
H 1.364 -1.455 -1.240
H 2.061 0.851 1.646
H 1.073 -0.637 1.625

---

(11)
18
Properties=species:S:1:pos:R:3 method="wB97M-V/def2-TZVPD" de_lowest_ev=0.697 smiles=CCc1cnc[nH]1.O largest_force_ev_per_a=1.89 e_tot_ev=-10374.6084
C 0.554 -0.129 2.712
C -0.359 0.296 1.568
C 0.246 -0.002 0.248
C 0.818 -1.199 -0.183
N 1.346 -0.990 -1.453
C 1.007 0.216 -1.782
N 0.474 0.902 -0.755
H 0.005 0.222 3.602
H 1.518 0.405 2.660
H 0.755 -1.208 2.825
H -1.283 -0.314 1.588
H -0.654 1.358 1.666
H 0.830 -2.134 0.377
H 1.233 0.664 -2.750
H 0.063 1.829 -0.889
O -2.227 0.255 -3.473
H -2.256 -0.727 -3.413
H -2.071 0.555 -2.549

---

(12)
18
Properties=species:S:1:pos:R:3 method="wB97M-V/def2-TZVPD" de_lowest_ev=5.647 largest_force_ev_per_a=2.85 e_tot_ev=-10369.6585
C -1.527 -0.314 -1.552
O -1.406 0.626 -0.506
C -0.246 -0.830 -2.037
C 0.839 -1.199 -2.393
H -0.905 0.006 0.730
H -2.138 -1.159 -1.204
H -2.061 0.144 -2.395
H 1.783 -1.568 -2.700
C -0.441 -0.583 1.748
C 1.353 1.043 0.912
N 0.782 1.709 0.006
N 2.318 0.579 1.476
H -0.353 1.240 -0.443
H 1.022 2.681 -0.128
H 2.292 0.068 2.343
H -0.217 -0.009 2.643
H 0.302 -1.356 1.571
H -1.398 -1.078 1.931

---

(13)
18
Properties=species:S:1:pos:R:3 method="wB97M-V/def2-TZVPD" de_lowest_ev=3.638 largest_force_ev_per_a=1.21 e_tot_ev=-10371.6669
H -1.063 -1.379 -2.546
N -1.275 -0.563 -1.987
C -1.577 -0.670 -0.721
O -1.613 -1.435 0.207
N -1.841 0.933 -0.503
C -0.996 1.542 0.531
H -2.829 1.094 -0.320
H -1.495 0.804 -1.700
H 0.048 1.410 0.252
H -1.161 1.043 1.489
H -1.220 2.604 0.633
C 2.759 0.683 0.024
C 2.321 -0.338 0.481
C 1.798 -1.579 1.031
H 3.146 1.577 -0.396
H 0.749 -1.712 0.756
H 1.883 -1.583 2.120
H 2.365 -2.431 0.650

---

(14)
18
Properties=species:S:1:pos:R:3 method="wB97M-V/def2-TZVPD" de_lowest_ev=4.581 largest_force_ev_per_a=1.18 e_tot_ev=-10370.7245
C 1.293 1.767 -0.578
C -2.377 -0.282 0.113
C 0.034 -1.794 -0.200
N -1.099 0.336 0.416
N 0.316 2.403 0.227
C 1.221 0.414 0.064
C -0.004 -0.312 0.132
O 2.413 -0.099 0.475
H 2.333 -0.932 0.958
H 0.629 2.431 1.199
H 1.029 1.755 -1.639
H 2.314 2.153 -0.453
H -3.160 0.459 0.272
H -2.571 -1.116 0.801
H -2.460 -0.661 -0.913
H 1.046 -2.144 -0.399
H -0.389 -2.387 0.615
H -0.567 -1.990 -1.091

---

(15)
18
Properties=species:S:1:pos:R:3 method="wB97M-V/def2-TZVPD" de_lowest_ev=3.107 smiles="CCN1CCOC=N1" largest_force_ev_per_a=4.06 e_tot_ev=-10372.1986
C -2.577 0.649 -0.018
C -1.403 -0.316 0.300
N -0.188 -0.025 -0.423
C 0.911 -0.986 -0.562
C 2.109 -0.603 0.276
O 2.520 0.744 0.075
C 1.479 1.616 -0.083
N 0.238 1.243 -0.220
H -2.709 0.773 -1.134
H -2.386 1.643 0.523
H -3.450 -0.040 0.385
H -1.197 -0.541 1.344
H -1.774 -1.348 0.013
H 1.144 -1.182 -1.656
H 0.546 -1.987 -0.131
H 1.992 -0.917 1.383
H 2.940 -1.340 0.086
H 1.806 2.616 -0.156

---

(16)
18
Properties=species:S:1:pos:R:3 method="wB97M-V/def2-TZVPD" de_lowest_ev=7.853 largest_force_ev_per_a=5.51 e_tot_ev=-10367.4526
C -0.515 -0.994 0.007
C -1.469 0.113 0.401
C 0.639 0.898 0.542
C 1.810 0.589 -0.281
C 0.415 -0.021 -0.682
H -0.897 -1.520 1.957
H 0.519 -2.342 1.368
H -0.968 -1.483 -0.841
H -2.192 -0.058 1.286
H -2.133 0.280 -0.448
H 0.713 0.571 1.576
H 2.283 1.265 -1.035
H 2.490 -0.237 0.412
H -0.840 1.280 -1.701
H 0.930 1.193 -2.473
N -0.039 -1.483 1.319
N -0.056 0.529 -1.982
O -0.691 1.421 0.575

---

(17)
18
Properties=species:S:1:pos:R:3 method="wB97M-V/def2-TZVPD" de_lowest_ev=2.744 largest_force_ev_per_a=7.56 e_tot_ev=-10372.5612
H 3.015 1.322 -1.643
N 2.578 0.665 -0.983
C 1.333 0.894 -0.818
C 0.554 1.937 -1.571
C 0.550 -0.086 0.403
C -0.316 -0.916 -0.374
O -0.601 -1.221 -1.487
N -0.793 -1.831 0.967
C -1.749 -1.274 1.896
H 1.216 2.591 -2.150
H -0.017 2.549 -0.866
H -0.146 1.464 -2.264
H 0.026 0.633 1.028
H 1.407 -0.601 0.833
H -1.053 -2.741 0.592
H -2.637 -0.881 1.379
H -1.282 -0.459 2.460
H -2.084 -2.046 2.599

---

(18)
18
Properties=species:S:1:pos:R:3 method="wB97M-V/def2-TZVPD" de_lowest_ev=2.703 smiles="C/C=C(N)/C=C(/N)O" largest_force_ev_per_a=0.62 e_tot_ev=-10372.6023
C 0.700 -2.061 0.313
C 0.316 -0.631 0.575
C 0.923 0.480 -0.078
N 2.196 0.468 -0.610
C -0.044 1.453 -0.279
C -1.299 0.766 -0.208
N -2.341 1.230 0.551
O -1.808 -0.003 -1.237
H 1.064 -2.196 -0.709
H -0.168 -2.716 0.448
H 1.480 -2.434 0.991
H -0.108 -0.436 1.554
H 2.513 1.310 -1.066
H 2.904 -0.023 -0.087
H 0.067 2.534 -0.280
H -3.167 0.653 0.606
H -2.167 1.877 1.302
H -1.061 -0.271 -1.786

---

(19)
18
Properties=species:S:1:pos:R:3 method="wB97M-V/def2-TZVPD" de_lowest_ev=2.291 smiles="C=C(C)N.COC#N" largest_force_ev_per_a=1.12 e_tot_ev=-10373.0142
C -0.309 2.556 0.137
C -0.848 1.473 -0.410
C -2.242 1.013 -0.112
N -0.134 0.618 -1.246
H -0.857 3.161 0.834
H 0.703 2.854 -0.073
H -2.789 1.784 0.423
H -2.783 0.767 -1.026
H -2.197 0.121 0.513
H 0.723 1.008 -1.610
H -0.673 0.127 -1.942
C 2.132 -2.822 0.378
O 1.345 -1.690 0.010
C 0.736 -1.089 0.950
N 0.190 -0.553 1.801
H 1.500 -3.611 0.801
H 2.896 -2.542 1.112
H 2.608 -3.175 -0.538

---

(20)
18
Properties=species:S:1:pos:R:3 method="wB97M-V/def2-TZVPD" de_lowest_ev=4.464 largest_force_ev_per_a=5.02 e_tot_ev=-10370.8408
C 2.280 0.753 -0.398
C 0.862 0.037 -0.055
C 0.943 -0.937 1.144
C -0.017 0.056 -1.072
N -1.118 -0.847 -1.205
C -2.145 -0.737 -0.480
N -2.379 0.204 0.485
O -1.953 1.558 0.277
H 2.551 1.322 0.518
H 2.184 1.459 -1.216
H 3.112 -0.039 -0.571
H 0.095 -1.595 1.061
H 0.765 -0.441 2.183
H 1.855 -1.571 0.939
H 0.199 0.539 -2.019
H -3.074 -1.376 -0.572
H -3.342 0.306 0.919
H -0.820 1.311 0.063